1.
# C2H5I5Si2

2 unconnected molecules or ions with the total composition C2H5I5Si2 at a distorted geometry (ωB97M-V/def2-TZVPD, the Open Molecules 2025 dataset).

The spin multiplicity is 3. The value obtained for the LUMO energy (spin up / spin down) is -0.24 / -3.14 eV. For the orbital gap (spin up / spin down), the calculation gives 7.58 / 5.89 eV.

The geometry in XYZ format:
```
14
Properties=species:S:1:pos:R:3:forces:R:3:nbo_charge:R:1
C -0.131 0.195 1.128 0.454 -1.815 -2.263 -0.74
C 2.589 -0.117 0.158 0.732 0.899 -1.275 -0.93
Si 0.828 0.696 -0.441 1.823 0.385 1.365 1.04
Si -2.790 -0.202 -0.194 -0.963 -0.709 -0.323 0.46
I 4.066 0.028 -1.542 -0.607 0.370 0.456 0.06
I 2.471 -2.184 0.502 -0.432 -0.603 0.355 0.17
I -4.304 -0.724 1.678 0.207 0.143 0.139 -0.17
I -3.278 -2.089 -1.762 0.183 0.370 -0.014 -0.17
I -3.392 2.030 -0.992 0.128 0.036 -0.117 -0.14
H -0.424 0.807 1.932 -0.290 0.502 0.917 0.20
H -0.393 -0.932 1.124 0.383 2.008 0.402 0.22
H 3.235 0.275 0.979 -1.105 0.028 -0.618 0.24
H 0.452 0.030 -1.695 -0.183 -0.347 0.135 -0.14
H 1.070 2.186 -0.875 -0.331 -1.268 0.839 -0.12
```
Positions in Å, forces in eV/Å.

---

2.
# C15H53NO21P6Si2

A molecular structure, C15H53NO21P6Si2 at a distorted geometry (ωB97M-V/def2-TZVPD, the Open Molecules 2025 dataset).

The spin multiplicity is 1. The value obtained for the LUMO energy is -3.50 eV. For the orbital gap, the calculation gives 5.10 eV.

The geometry in XYZ format:
```
98
Properties=species:S:1:pos:R:3:forces:R:3:mulliken_charge:R:1
N 2.011 -0.717 2.563 -0.167 2.086 0.211 -0.64
P 2.257 0.896 2.801 0.146 -3.031 0.025 0.13
Si 0.356 2.059 2.579 -1.694 0.663 2.304 0.65
O -0.955 1.412 3.581 0.878 -0.599 -2.977 -0.34
Si -1.862 0.152 2.749 2.367 0.479 0.448 0.52
H 1.017 -0.852 2.352 0.306 -0.093 0.010 0.04
H 3.218 1.445 1.834 -0.530 0.017 1.170 0.09
H 2.767 1.019 4.174 -0.002 0.701 -1.315 0.05
H -0.009 2.287 1.188 -0.055 -0.332 -0.326 -0.07
H 0.679 3.392 3.149 -0.117 -0.092 0.045 -0.20
H -1.444 0.232 1.319 -0.229 0.100 0.139 -0.10
H -1.285 -1.142 3.213 -0.398 0.200 0.127 -0.08
H -3.291 0.232 2.853 -0.641 0.252 0.324 -0.16
C 5.455 -0.516 2.663 -0.101 -1.311 0.198 -0.67
O 5.739 0.438 3.676 -0.312 2.656 2.534 -0.22
P 7.310 0.438 4.401 3.183 -4.901 -7.275 1.00
O 7.933 0.621 3.011 -0.338 1.109 1.044 -0.57
O 7.145 -1.158 4.770 -0.223 0.707 0.481 -0.28
C 6.407 -1.449 5.941 -0.188 -0.387 0.517 -0.77
O 8.881 0.439 5.127 -1.713 1.489 2.821 -0.47
C 9.943 -0.220 4.454 0.292 0.074 -0.716 -0.51
H 5.076 0.011 1.783 0.122 0.179 0.192 0.24
H 6.328 -1.108 2.374 -0.101 0.273 0.067 0.37
H 4.678 -1.190 3.031 -0.010 0.016 -0.165 0.27
H 5.770 -2.313 5.747 0.034 0.079 0.005 0.24
H 5.778 -0.605 6.240 -0.088 -0.172 0.039 0.35
H 7.100 -1.689 6.753 -0.108 0.056 0.016 0.28
H 10.350 0.431 3.676 -0.127 -0.204 -0.007 0.21
H 9.618 -1.171 4.025 -0.044 0.145 -0.014 0.28
H 10.737 -0.417 5.180 -0.300 0.145 0.217 0.25
C 0.612 -7.415 -0.974 -0.947 0.259 0.215 -0.57
O 1.418 -6.532 -1.740 1.639 1.464 -2.636 -0.48
P 1.895 -5.023 -1.041 -1.769 -3.492 8.428 0.93
O 2.530 -5.785 0.130 0.628 0.477 -1.301 -0.57
O 0.318 -4.665 -0.728 0.253 0.198 -0.681 -0.05
C -0.422 -4.135 -1.810 -0.406 0.294 -0.262 -0.86
O 2.371 -3.514 -0.342 0.195 1.056 -3.717 -0.44
C 2.288 -3.357 1.066 0.335 -0.314 0.685 -0.16
H 1.093 -8.396 -0.949 0.183 0.222 -0.142 0.24
H 0.452 -7.070 0.052 0.171 -0.017 -0.215 0.28
H -0.359 -7.512 -1.467 -0.013 -0.068 0.065 0.24
H -1.418 -4.581 -1.804 0.067 0.034 -0.047 0.23
H 0.057 -4.353 -2.771 -0.192 0.000 -0.018 0.43
H -0.512 -3.052 -1.689 -0.003 -0.041 -0.122 0.28
H 3.165 -3.805 1.542 -0.226 -0.091 0.016 0.22
H 1.371 -3.797 1.465 0.089 -0.116 -0.064 0.22
H 2.290 -2.287 1.291 0.081 -0.183 -0.462 0.19
C -2.443 5.220 1.852 -0.069 1.014 0.371 -0.39
O -3.313 4.784 0.817 -2.625 -1.543 -1.743 -0.49
P -3.144 5.479 -0.758 8.546 2.914 2.346 1.22
O -1.677 5.031 -0.781 -1.180 -0.778 -0.598 -0.58
O -3.292 6.987 -0.114 -0.614 -0.533 -0.294 -0.28
C -4.613 7.427 0.135 -0.498 0.455 0.081 -0.80
O -2.976 6.174 -2.334 -3.581 -0.925 -0.297 -0.44
C -1.769 6.846 -2.658 0.866 -0.181 0.050 -0.60
H -1.966 4.345 2.300 -0.189 -0.098 -0.222 -0.03
H -1.668 5.907 1.501 -0.158 -0.217 -0.048 0.32
H -3.040 5.725 2.616 0.104 -0.024 0.042 0.28
H -4.633 7.953 1.090 -0.002 -0.048 -0.065 0.24
H -5.315 6.587 0.179 -0.048 0.147 0.126 0.38
H -4.921 8.112 -0.660 -0.074 -0.076 0.068 0.28
H -1.004 6.120 -2.944 -0.013 0.198 0.182 0.23
H -1.418 7.463 -1.826 -0.052 -0.143 -0.012 0.35
H -1.960 7.495 -3.518 -0.358 -0.156 0.084 0.27
C -1.627 4.072 -4.536 -0.287 -0.990 0.575 -0.54
O -0.341 4.409 -5.035 3.241 1.497 -0.480 -0.31
P 0.345 3.437 -6.291 -8.525 -3.252 -1.834 1.00
O -0.888 3.719 -7.160 1.360 0.738 -0.029 -0.56
O 0.125 2.087 -5.373 0.686 0.484 -0.022 -0.27
C 1.115 1.839 -4.393 0.352 -0.373 0.404 -0.78
O 1.031 2.464 -7.547 3.141 1.160 1.316 -0.47
C 0.174 1.623 -8.304 -0.619 0.154 -0.397 -0.51
H -2.266 4.958 -4.588 0.298 0.006 -0.129 0.20
H -2.103 3.257 -5.089 0.183 0.215 -0.023 0.43
H -1.525 3.773 -3.490 -0.111 0.053 0.006 0.18
H 0.625 1.492 -3.482 0.034 0.043 -0.056 0.24
H 1.690 2.742 -4.164 -0.030 -0.115 0.163 0.36
H 1.792 1.061 -4.755 0.036 0.089 0.077 0.28
H -0.322 2.205 -9.085 -0.081 -0.102 0.201 0.21
H -0.565 1.128 -7.669 0.035 0.142 -0.028 0.28
H 0.788 0.859 -8.789 0.251 0.192 0.234 0.25
C -7.368 -3.986 -1.187 -0.079 -1.076 0.205 -0.59
O -7.084 -3.033 -0.173 -0.292 2.531 2.442 -0.48
P -5.514 -3.033 0.552 3.080 -4.897 -7.306 1.14
O -4.890 -2.850 -0.838 -0.307 1.096 1.038 -0.56
O -5.678 -4.629 0.921 -0.193 0.678 0.476 -0.28
C -6.416 -4.920 2.092 -0.176 -0.363 0.536 -0.79
O -3.943 -3.032 1.277 -1.711 1.557 2.848 -0.45
C -2.880 -3.690 0.605 0.353 0.078 -0.664 -0.63
H -7.748 -3.460 -2.066 0.100 0.222 0.245 0.24
H -6.496 -4.579 -1.475 -0.108 0.242 0.088 0.30
H -8.145 -4.661 -0.818 0.017 -0.021 -0.099 0.25
H -7.054 -5.784 1.898 0.040 0.072 0.012 0.24
H -7.046 -4.075 2.391 -0.085 -0.175 0.035 0.38
H -5.724 -5.160 2.903 -0.113 0.049 0.013 0.28
H -2.473 -3.040 -0.174 -0.153 -0.187 0.023 0.25
H -3.206 -4.642 0.176 -0.049 0.128 -0.014 0.37
H -2.087 -3.887 1.331 -0.273 0.131 0.193 0.34
```
Positions in Å, forces in eV/Å.

---

Question: What is the formula in the second record?
Answer: C15H53NO21P6Si2

---

Question: The highest spin multiplicity belongs to which entry?
Answer: C2H5I5Si2

---

Question: What is the spin multiplicity in the second record?
Answer: 1

---

Please write out number 1 again, unchanged.
# C2H5I5Si2

2 unconnected molecules or ions with the total composition C2H5I5Si2 at a distorted geometry (ωB97M-V/def2-TZVPD, the Open Molecules 2025 dataset).

The spin multiplicity is 3. The value obtained for the LUMO energy (spin up / spin down) is -0.24 / -3.14 eV. For the orbital gap (spin up / spin down), the calculation gives 7.58 / 5.89 eV.

The geometry in XYZ format:
```
14
Properties=species:S:1:pos:R:3:forces:R:3:nbo_charge:R:1
C -0.131 0.195 1.128 0.454 -1.815 -2.263 -0.74
C 2.589 -0.117 0.158 0.732 0.899 -1.275 -0.93
Si 0.828 0.696 -0.441 1.823 0.385 1.365 1.04
Si -2.790 -0.202 -0.194 -0.963 -0.709 -0.323 0.46
I 4.066 0.028 -1.542 -0.607 0.370 0.456 0.06
I 2.471 -2.184 0.502 -0.432 -0.603 0.355 0.17
I -4.304 -0.724 1.678 0.207 0.143 0.139 -0.17
I -3.278 -2.089 -1.762 0.183 0.370 -0.014 -0.17
I -3.392 2.030 -0.992 0.128 0.036 -0.117 -0.14
H -0.424 0.807 1.932 -0.290 0.502 0.917 0.20
H -0.393 -0.932 1.124 0.383 2.008 0.402 0.22
H 3.235 0.275 0.979 -1.105 0.028 -0.618 0.24
H 0.452 0.030 -1.695 -0.183 -0.347 0.135 -0.14
H 1.070 2.186 -0.875 -0.331 -1.268 0.839 -0.12
```
Positions in Å, forces in eV/Å.